No. 1
{
  "formula": "C4H13N2O2",
  "method": "ωB97M-V with the def2-TZVPD basis set",
  "elements": ["C", "N", "C", "O", "C", "C", "N", "H", "H", "H", "H", "H", "H", "H", "H", "H", "H", "H", "H", "H", "O"],
  "coordinates": [[1.0391, -0.6740, 0.4155], [1.6651, 0.4328, -0.0533], [1.0641, 1.5267, 0.5990], [-0.4852, 1.6890, 0.8368], [-0.6257, -0.9472, 0.0648], [-0.7300, -0.7130, -1.4373], [-1.1843, -2.2577, 0.3232], [1.1266, -0.7913, 1.5263], [1.3663, -1.6422, -0.0074], [0.1636, -4.0981, -1.7841], [1.2671, 2.4012, 0.0947], [1.3340, 1.5627, 1.7069], [-0.6129, -3.8266, -1.9963], [-0.1674, -1.5116, -2.0188], [-1.8778, -0.7903, -1.5701], [-0.4491, 0.2860, -1.8930], [-1.4862, -2.3574, 1.2028], [-1.2564, -0.2167, 0.5350], [0.0426, 5.0421, 1.6310], [-0.5256, 2.6499, 0.7286], [0.3321, 4.2358, 1.0959]],
  "lowdin_charge": [-0.230, 0.077, -0.245, -0.160, -0.426, -0.130, 0.086, 0.136, 0.096, 0.015, 0.054, 0.146, 0.010, 0.050, 0.094, 0.088, -0.050, 0.100, -0.129, -0.010, -0.571],
  "homo_lumo_gap_ha": 0.1506,
  "charge": -1,
  "e_above_lowest_ev": 8.187,
  "e_tot_ha": -419.9180,
  "lumo_ev": 0.794,
  "e_homo_ha": -0.1214
}

No. 2
{
  "formula": "C4H13N2O2",
  "method": "ωB97M-V with the def2-TZVPD basis set",
  "elements": ["C", "C", "C", "N", "N", "C", "O", "H", "H", "H", "H", "H", "H", "H", "H", "H", "H", "H", "H", "H", "O"],
  "coordinates": [[0.4990, 0.9782, 0.6251], [-0.9838, 0.9556, 1.0408], [-1.7885, -0.1740, 0.4001], [-2.9098, 0.3452, -0.4338], [1.0862, -0.3667, 0.6899], [2.4288, -0.3043, 0.1118], [2.4159, -0.2446, -1.2900], [0.6546, 1.4618, -0.3429], [0.9639, 1.5381, 1.4422], [-1.2747, 1.9819, 0.7922], [-1.0385, 0.7977, 2.1199], [-1.1118, -0.7911, -0.1851], [-2.2550, -0.8400, 1.1265], [-2.5493, 1.1869, -0.8745], [-3.0577, -0.2634, -1.2314], [0.5621, -0.9065, 0.0062], [2.9799, 0.5468, 0.5257], [2.9742, -1.2039, 0.4485], [0.5197, -2.4009, -1.5281], [1.5562, -0.7612, -1.5350], [0.3286, -1.5356, -1.9080]],
  "lowdin_charge": [-0.258, -0.195, -0.279, -0.025, -0.064, -0.364, -0.146, 0.116, 0.101, 0.098, 0.094, 0.061, 0.095, 0.042, 0.049, 0.031, 0.097, 0.095, -0.087, -0.020, -0.439],
  "homo_lumo_gap_ha": 0.3016,
  "charge": -1,
  "e_above_lowest_ev": 0.755,
  "e_tot_ha": -420.1911,
  "lumo_ev": 4.113,
  "e_homo_ha": -0.1505
}

No. 3
{
  "formula": "C4H13N2O2",
  "method": "ωB97M-V with the def2-TZVPD basis set",
  "elements": ["C", "C", "C", "O", "N", "C", "N", "H", "H", "H", "H", "H", "H", "H", "H", "H", "H", "H", "H", "H", "O"],
  "coordinates": [[0.1192, 0.3445, 1.5145], [-0.1169, 1.6369, 0.6995], [0.2423, 1.5167, -0.7832], [1.2099, 0.6379, -1.1290], [0.5785, -0.9134, 0.8048], [-0.5882, -1.6705, 0.4129], [-1.1049, -2.5617, 1.5512], [0.9711, 0.4115, 2.2258], [-0.6857, 0.1494, 2.1243], [-1.0498, 2.1144, 0.7282], [0.5570, 2.4207, 1.0913], [-0.6473, 1.0040, -1.4334], [0.3799, 2.4809, -1.4566], [1.1519, -0.5073, -0.0556], [-1.4893, -1.0439, -0.0139], [-0.3484, -2.4015, -0.4706], [-1.6330, -2.0657, 2.1821], [-0.3403, -2.7724, 2.0906], [1.0493, 0.3142, -2.5711], [0.7435, 0.8770, -3.9839], [1.0013, 0.0285, -3.5279]],
  "lowdin_charge": [-0.185, -0.141, -0.290, -0.075, -0.057, -0.305, 0.032, 0.122, 0.071, 0.088, 0.117, 0.180, 0.185, 0.105, 0.134, 0.133, 0.008, 0.019, -0.064, 0.047, -0.122],
  "homo_lumo_gap_ha": [0.3674, 0.2352],
  "e_above_lowest_ev": 2.184,
  "e_tot_ha": -420.0288,
  "lumo_ev": [0.606, -2.745],
  "e_homo_ha": [-0.3451, -0.3361],
  "s_squared": 0.76,
  "multiplicity": 2
}

No. 4
{
  "formula": "C4H13N2O2",
  "method": "ωB97M-V with the def2-TZVPD basis set",
  "elements": ["O", "C", "N", "C", "N", "C", "C", "H", "H", "H", "H", "H", "H", "H", "H", "H", "H", "H", "H", "H", "O"],
  "coordinates": [[0.9980, -2.3069, -0.0841], [0.3082, -1.3026, -0.0053], [-1.0102, -1.3442, 0.1834], [0.9189, 0.1508, 0.0672], [2.3389, -0.2464, -0.3438], [1.0250, 2.5606, -0.4719], [0.3399, 1.2121, -0.8435], [-1.4377, -0.4900, 0.5368], [-1.5909, -2.1439, 0.3868], [1.0069, 0.6727, 1.0600], [2.4833, 0.1627, -1.2692], [2.3259, -1.3118, -0.4012], [3.0320, 0.0316, 0.3493], [0.9143, 3.3016, -1.2687], [2.1212, 2.4417, -0.3667], [0.5742, 2.8480, 0.4711], [-0.7347, 1.3586, -0.6950], [0.4734, 1.1008, -1.8990], [-4.9870, 0.3473, 1.6069], [-4.3068, 1.4704, 0.8680], [-4.1158, 0.6241, 1.2796]],
  "lowdin_charge": [0.078, -0.456, 0.217, -0.184, 0.206, -0.075, -0.201, 0.111, 0.142, 0.178, 0.167, 0.143, 0.173, 0.090, 0.079, 0.083, 0.123, 0.115, 0.050, 0.032, -0.070],
  "homo_lumo_gap_ha": 0.4171,
  "charge": 1,
  "e_above_lowest_ev": 1.494,
  "e_tot_ha": -419.9705,
  "lumo_ev": -3.187,
  "e_homo_ha": -0.5342
}

No. 5
{
  "formula": "C4H13N2OS",
  "method": "ωB97M-V with the def2-TZVPD basis set",
  "elements": ["C", "N", "C", "C", "S", "C", "N", "H", "H", "H", "H", "H", "H", "H", "H", "H", "H", "H", "H", "H", "O"],
  "coordinates": [[-1.2164, -0.4101, 1.0196], [-0.2146, 0.4062, 0.3288], [0.0502, -0.0187, -1.0829], [-1.0394, 0.3891, -2.0539], [-2.4044, -0.8685, -2.2150], [1.4337, 0.5331, -1.4818], [2.0365, -0.2256, -2.6092], [-0.9530, -0.6058, 2.0661], [-2.1231, 0.1533, 1.1385], [-1.5191, -1.3191, 0.5144], [-0.6275, 1.3201, 0.2110], [0.1186, -1.1039, -1.0520], [-0.6421, 0.4333, -3.0735], [-1.5023, 1.3130, -1.7336], [2.0728, 0.3917, -0.6118], [1.3227, 1.5487, -1.8364], [1.3820, -0.1238, -3.3815], [1.9797, -1.2120, -2.3643], [0.9285, -0.6125, 6.6397], [0.2877, -0.1890, 5.3792], [0.6296, 0.2005, 6.1985]],
  "lowdin_charge": [-0.171, -0.091, -0.479, -0.699, 0.073, -0.259, -0.023, 0.045, 0.055, 0.035, 0.078, 0.101, 0.016, 0.032, 0.093, 0.100, 0.043, 0.053, 0.035, 0.036, -0.073],
  "homo_lumo_gap_ha": 0.1926,
  "charge": -1,
  "e_above_lowest_ev": 0.947,
  "e_tot_ha": -743.1443,
  "lumo_ev": 2.725,
  "e_homo_ha": -0.0925
}

No. 6
{
  "formula": "C4H13N2OS",
  "method": "ωB97M-V with the def2-TZVPD basis set",
  "elements": ["C", "C", "C", "S", "N", "C", "N", "H", "H", "H", "H", "H", "H", "H", "H", "H", "H", "H", "H", "H", "O"],
  "coordinates": [[-0.2550, 1.0563, 0.9083], [-0.6540, -0.3789, 0.6670], [-1.2940, -0.6855, -0.7722], [-3.1468, -0.2197, -0.9057], [0.4222, -1.2819, 1.0277], [1.5459, -1.4456, 0.0016], [2.5510, -0.4002, 0.5124], [0.1217, 1.1961, 1.8926], [-1.0742, 1.7875, 0.8776], [0.5353, 1.4068, 0.1791], [-1.4876, -0.6542, 1.3886], [-0.8168, -0.2146, -1.6007], [-0.9740, -1.6651, -1.1028], [0.0859, -2.1264, 1.4342], [1.9658, -2.4743, -0.0303], [1.3974, -1.2068, -1.0854], [2.5584, -0.3060, 1.4818], [2.3735, 0.5859, 0.2514], [-1.2680, 2.6962, -1.0112], [-1.5463, 1.7901, -2.2134], [-1.0403, 2.5402, -1.9006]],
  "lowdin_charge": [-0.107, -0.479, -0.672, 0.050, -0.068, -0.215, -0.032, 0.050, 0.061, 0.075, 0.120, -0.009, 0.025, 0.078, 0.092, 0.107, 0.007, 0.041, -0.025, -0.020, -0.080],
  "homo_lumo_gap_ha": 0.2419,
  "charge": -1,
  "e_above_lowest_ev": 1.426,
  "e_tot_ha": -743.1267,
  "lumo_ev": 3.795,
  "e_homo_ha": -0.1024
}

No. 7
{
  "formula": "C4H13N2S",
  "method": "ωB97M-V with the def2-TZVPD basis set",
  "elements": ["N", "C", "C", "N", "C", "C", "S", "H", "H", "H", "H", "H", "H", "H", "H", "H", "H", "H", "H", "H"],
  "coordinates": [[0.5182, 1.8758, -1.7124], [1.3083, 2.0807, -0.5084], [2.1396, 0.8244, -0.1515], [1.3047, -0.3421, -0.5034], [0.2901, -0.8402, 0.5356], [-1.1170, -0.7363, -0.0279], [-2.1983, -1.5668, 1.2498], [-0.4325, 2.1789, -1.5721], [0.9299, 2.2563, -2.5484], [0.6969, 2.3147, 0.3588], [2.1113, 2.7437, -0.8469], [2.4321, 0.7704, 0.9127], [3.0930, 0.8848, -0.6767], [1.7470, -1.2252, -0.7511], [0.7021, 0.1430, -1.2571], [0.4555, -1.9020, 0.7218], [0.2670, -0.3120, 1.4903], [-0.9876, -1.1631, -1.0435], [-1.5472, 0.2262, -0.3116], [-2.8420, -0.4755, 1.6269]],
  "lowdin_charge": [0.015, -0.206, -0.130, 0.018, -0.227, -0.532, 0.769, 0.095, 0.104, 0.128, 0.127, 0.141, 0.131, 0.181, 0.128, 0.118, 0.119, 0.094, 0.070, -0.143],
  "homo_lumo_gap_ha": 0.3645,
  "charge": 1,
  "e_above_lowest_ev": 1.578,
  "smiles": "NCC[NH2+]CCS",
  "e_tot_ha": -667.6218,
  "lumo_ev": -3.002,
  "e_homo_ha": -0.4748
}

No. 8
{
  "formula": "C4H13N2S",
  "method": "ωB97M-V with the def2-TZVPD basis set",
  "elements": ["N", "C", "C", "N", "C", "C", "S", "H", "H", "H", "H", "H", "H", "H", "H", "H", "H", "H", "H", "H"],
  "coordinates": [[-1.1485, 1.1732, 1.8252], [-1.8906, 0.1282, 1.1195], [-1.0743, -1.0810, 0.5434], [0.3776, -0.5356, 0.4715], [1.4164, -0.7664, -0.6154], [1.6617, 0.5566, -1.4659], [2.0926, -0.0815, -3.0674], [-1.3587, 2.1138, 1.5224], [-1.3045, 1.0968, 2.8199], [-2.4576, 0.5939, 0.2949], [-2.6522, -0.3394, 1.7718], [-1.3211, -1.4648, -0.4474], [-0.9836, -1.9627, 1.1861], [0.6075, -0.3772, 1.4657], [0.2400, 0.4829, 0.3873], [2.3985, -1.0204, -0.2172], [0.8697, -1.4204, -1.2897], [2.4086, 1.2005, -1.0108], [0.7013, 1.0567, -1.3460], [1.4174, 0.6468, -3.9481]],
  "lowdin_charge": [0.004, -0.221, -0.059, -0.006, -0.177, -0.547, 0.786, 0.093, 0.092, 0.128, 0.126, 0.127, 0.127, 0.174, 0.105, 0.132, 0.089, 0.078, 0.077, -0.129],
  "homo_lumo_gap_ha": 0.3597,
  "charge": 1,
  "e_above_lowest_ev": 2.083,
  "smiles": "NCC[NH2+]CCS",
  "e_tot_ha": -667.6032,
  "lumo_ev": -3.009,
  "e_homo_ha": -0.4703
}